1.
The molecule C3H8N4O2, computed with wB97M-V/def2-TZVPD.

```
17
Properties=species:S:1:pos:R:3:forces:R:3
O 0.71426 -1.12753 2.80132 0.35 0.90 0.10
O 0.23516 0.55745 -0.72924 -1.12 1.07 -1.74
N 0.76340 1.41079 0.22529 -0.12 -0.33 1.18
N 0.60184 -0.64647 1.48951 0.32 0.41 0.28
N -1.09398 0.14114 -2.40309 -0.38 1.80 -0.28
N -0.35258 2.38825 -2.23226 -0.28 -0.17 2.14
C -0.48549 1.22327 -1.75706 1.73 -1.89 -1.08
C 0.26914 -1.73768 0.64203 -0.61 0.07 -0.50
C 0.84713 0.68016 1.28028 -0.11 -0.67 0.21
H -0.83092 -1.77975 0.55608 0.31 -0.43 -0.22
H 0.72453 -1.54567 -0.31457 -0.01 -0.50 -0.33
H -1.90249 0.49427 -2.91374 0.17 -0.66 0.11
H 0.65623 -2.62397 1.13964 -0.05 -0.11 -0.35
H -1.24925 -0.57876 -1.72910 -0.56 -0.54 -0.02
H -0.11060 -0.87190 3.21394 -0.41 -0.04 0.43
H 0.14598 2.89458 -1.47551 0.01 0.11 -0.81
H 1.06763 1.12181 2.20649 0.76 0.96 0.89
```
Forces are in eV/Å.

Summary:
- structure (SMILES) = [H]/N=C(/N)O/N=C\N(C)O
- HOMO level (eV) = -8.77
- energy above the lowest of the compared OMol25 structures with the same formula, charge and spin (kcal/mol) = 104.0
- E (Eh) = -488.475976
- frontier orbital gap (eV) = 9.19
- charge = 0

Population analysis type Löwdin, resulting atomic charges in e:
1 O 0.01
2 O -0.15
3 N 0.06
4 N -0.20
5 N 0.13
6 N 0.14
7 C -0.52
8 C -0.04
9 C -0.15
10 H 0.10
11 H 0.09
12 H 0.10
13 H 0.10
14 H 0.07
15 H 0.10
16 H 0.05
17 H 0.12

***

2.
The molecule C3H8N4S, computed with wB97M-V/def2-TZVPD.

```
16
Properties=species:S:1:pos:R:3:forces:R:3
S 1.80386 -0.87124 -0.22313 -0.39 -1.57 0.48
N -2.02640 -0.65497 -0.18593 -1.13 -2.75 2.04
N -3.26003 0.18908 0.20939 0.97 0.10 -1.24
N -0.35606 1.06462 -0.08622 -4.05 -1.65 -2.38
N 0.11636 -1.36609 0.20951 1.05 2.06 -1.05
C 0.94090 1.62988 -0.26346 1.12 0.85 2.92
C -0.65281 -0.35134 -0.06259 0.17 1.61 1.44
C 1.88206 0.71796 0.56076 -0.11 0.82 1.05
H 1.16321 1.69329 -1.27026 1.06 -0.26 -2.12
H -2.93043 0.86725 0.89549 -0.19 0.03 -0.27
H -1.93195 -1.67138 0.43454 -1.46 3.44 -2.42
H -3.86614 0.72244 -0.58759 2.86 -2.00 1.90
H -1.06255 1.33230 -0.84746 1.41 0.46 1.57
H 2.90187 1.09304 0.80511 -0.45 -0.29 -1.13
H 1.01013 2.69938 0.09173 -0.56 -0.99 0.10
H 1.51606 0.59608 1.61294 -0.29 0.13 -0.88
```
Forces are in eV/Å.

Summary:
- structure (SMILES) = NNC1=NSCCN1
- HOMO level (eV) = -8.04
- energy above the lowest of the compared OMol25 structures with the same formula, charge and spin (kcal/mol) = 77.8
- E (Eh) = -736.194152
- frontier orbital gap (eV) = 8.75
- charge = 0

Population analysis type Löwdin, resulting atomic charges in e:
1 S 0.82
2 N -0.07
3 N -0.03
4 N 0.00
5 N -0.23
6 C -0.30
7 C -0.58
8 C -0.51
9 H 0.07
10 H 0.04
11 H 0.20
12 H 0.13
13 H 0.15
14 H 0.09
15 H 0.13
16 H 0.09